DFT (ωB97M-V/def2-TZVPD) results for a cluster of 12 separate species, C21H66O21 in total in a non-equilibrium geometry.

HOMO-LUMO gap: 0.3625 Ha
SMILES string: OCCO.OCCO.OCCO.OCCO.OCCO.OCCO.OCCO.OCCO.OCCO.CO.CO.CO
multiplicity: 1
ΔE to the lowest compared entry with this formula, charge and spin: 1.2228 eV
HOMO: -9.6 eV

Each line ends with the Löwdin charge.
CARTESIAN COORDINATES (ANGSTROEM)
O  -5.09544  -1.79558  0.95170  -0.04
C  -3.76027  -1.60367  1.30727  -0.26
C  -3.16552  -0.43306  0.57152  -0.18
O  -2.99959  -0.83263  -0.82623  -0.10
H  -5.23964  -2.54419  0.31809  0.10
H  -3.70581  -1.41512  2.36724  0.12
H  -3.11813  -2.44488  1.10960  0.10
H  -2.10545  -0.14392  0.88432  0.13
H  -3.77546  0.48406  0.63827  0.12
H  -2.79928  -0.05511  -1.36038  0.07
O  -2.55736  2.21166  5.68872  -0.05
C  -1.47645  2.49986  4.82362  -0.24
C  -1.17785  1.21374  4.01222  -0.17
O  -0.19838  1.42536  2.93894  -0.13
H  -3.36320  2.28276  5.16077  0.09
H  -1.62903  3.30271  4.09254  0.11
H  -0.61875  2.74085  5.44015  0.12
H  -2.14008  0.91184  3.58159  0.11
H  -0.91673  0.41809  4.69496  0.13
H  0.63577  0.97265  3.13280  0.06
O  -2.21151  2.68008  1.22519  -0.09
C  -1.93197  2.84163  -0.15721  -0.24
C  -2.82560  3.89249  -0.80254  -0.23
O  -4.13913  3.90032  -0.29105  -0.05
H  -1.51922  2.17860  1.73566  0.06
H  -0.88302  3.12256  -0.33715  0.11
H  -2.06052  1.90062  -0.68694  0.08
H  -2.82599  3.69370  -1.87403  0.11
H  -2.44760  4.91714  -0.65342  0.12
H  -4.21171  3.35443  0.50310  0.08
O  3.68068  -7.04507  -0.32586  -0.05
C  4.17113  -5.75699  -0.11646  -0.24
C  3.04420  -4.65369  -0.03248  -0.25
O  3.53308  -3.43798  -0.49442  -0.07
H  3.03250  -6.93881  -1.01431  0.07
H  4.74247  -5.71696  0.78472  0.11
H  4.77809  -5.38179  -0.97095  0.12
H  2.55361  -4.57123  0.92310  0.10
H  2.26131  -4.97854  -0.75200  0.11
H  3.16096  -2.80160  0.11179  0.04
O  -1.39742  -3.03189  -1.43113  -0.09
C  -2.11171  -3.46235  -2.57911  -0.25
C  -3.30674  -4.33492  -2.20180  -0.19
O  -4.23562  -3.63131  -1.31475  -0.10
H  -1.93950  -2.31280  -1.05753  0.04
H  -2.39618  -2.59799  -3.25002  0.13
H  -1.49910  -4.15921  -3.13988  0.11
H  -2.97963  -5.24837  -1.64532  0.13
H  -3.82578  -4.58008  -3.12655  0.11
H  -4.14067  -2.67634  -1.49863  0.06
O  2.31546  5.38622  1.47504  -0.07
C  1.00911  4.95995  1.14039  -0.25
C  0.04284  4.98867  2.33420  -0.26
O  0.13817  6.20390  3.02718  -0.04
H  2.28920  6.15111  2.05946  0.08
H  0.61855  5.57329  0.26027  0.13
H  1.13775  3.90992  0.76586  0.10
H  0.34970  4.14134  2.98252  0.11
H  -1.00867  4.82128  2.04229  0.11
H  -0.34686  6.76808  2.44956  0.08
O  0.59780  -1.89647  -3.67752  -0.04
C  1.49888  -2.60204  -2.88371  -0.31
C  2.41744  -3.50224  -3.61401  -0.23
O  3.14053  -2.60913  -4.49081  -0.05
H  1.11548  -1.29766  -4.23773  0.10
H  2.16500  -1.96721  -2.29270  0.11
H  0.88679  -3.19235  -2.16074  0.11
H  1.81712  -4.24105  -4.17280  0.13
H  3.04889  -4.01860  -2.88526  0.11
H  3.99287  -3.01591  -4.61537  0.08
O  1.02622  1.44577  0.49667  -0.10
C  1.04801  0.38413  -0.44612  -0.18
C  1.07121  -0.94379  0.25741  -0.22
O  2.33672  -1.24259  0.79329  -0.07
H  0.34676  1.38014  1.18488  0.05
H  0.23144  0.45685  -1.17540  0.11
H  1.98317  0.51073  -1.01849  0.14
H  0.86040  -1.80577  -0.37557  0.09
H  0.36830  -0.90350  1.10109  0.13
H  2.89064  -0.47443  0.59317  0.07
O  2.47747  0.51300  3.23556  -0.09
C  3.32441  1.68852  3.16089  -0.17
C  4.22809  1.77297  1.89824  -0.22
O  3.61254  1.37952  0.69058  -0.10
H  2.88782  -0.18644  2.72104  0.07
H  2.62212  2.52414  3.16225  0.11
H  3.92826  1.69500  4.08408  0.12
H  5.03569  1.05473  2.03479  0.12
H  4.69380  2.76224  1.82748  0.12
H  2.65016  1.64531  0.73717  0.05
C  -1.90244  0.97150  -4.08471  -0.18
O  -1.32178  1.28242  -2.87240  -0.15
H  -2.13663  -0.10744  -4.07846  0.08
H  -2.80970  1.55393  -4.23124  0.08
H  -1.32521  1.15539  -4.98465  0.08
H  -1.04610  2.22260  -2.95155  0.05
C  -0.26272  -3.88389  1.41030  -0.16
O  0.73602  -4.03074  2.40741  -0.14
H  -0.42018  -4.82425  0.86612  0.09
H  -1.20896  -3.49908  1.83548  0.08
H  0.12954  -3.14190  0.73603  0.03
H  0.34390  -4.52445  3.18112  0.11
C  0.80242  4.49835  -3.18335  -0.11
O  -0.22042  3.72139  -3.79455  -0.12
H  0.88428  4.19508  -2.17136  0.06
H  1.78064  4.39253  -3.68948  0.10
H  0.52592  5.54877  -3.19983  0.08
H  -0.26063  3.89301  -4.72171  0.08